1.
15
Properties=species:S:1:pos:R:3 method="wB97M-V/def2-TZVPD" homo_ev=-8.9390 gap_ev=9.2 de_lowest_kj_mol=433.9 e_lumo_ha=0.0086 multiplicity=1
S 0.229 1.486 1.710
H 0.083 2.905 0.714
C 1.452 -0.531 -0.289
H 1.202 -1.184 -1.295
C -0.631 -1.207 0.657
H -0.966 0.068 -1.300
H 2.077 0.340 -0.793
H -0.550 -1.502 -0.518
C 0.056 0.111 0.293
H 2.059 -1.287 0.365
C -0.821 0.890 -0.684
H -1.970 1.222 -0.420
H -0.171 1.872 -0.829
H -1.716 -1.104 1.020
H -0.333 -2.079 1.369

=====

2.
28
Properties=species:S:1:pos:R:3 method="wB97M-V/def2-TZVPD" homo_ev="-7.0450 / -8.9816" gap_ev="7.6 / 8.3" de_lowest_kj_mol=0.0 e_lumo_ha="0.0205 / -0.0249" multiplicity=2
H 3.116 2.309 2.453
O -1.702 0.139 -0.119
C -3.543 -0.457 -1.600
H 0.205 -1.418 -2.590
H 2.612 -0.863 -2.145
H -0.319 0.232 -2.192
H 2.328 0.226 0.991
H 2.219 1.178 3.325
H 2.228 1.852 0.363
H -2.952 -0.483 -2.515
H 1.935 0.313 -3.312
H -3.485 -0.650 0.517
Zn -0.556 -1.699 3.822
H 1.395 2.611 2.645
C 2.136 1.833 2.458
P -0.348 -0.338 0.593
O -0.640 -1.172 1.803
C 1.807 1.176 1.107
O 0.414 1.144 0.907
H -3.945 0.554 -1.522
Br 1.928 -1.682 3.999
C 0.383 -0.562 -1.939
H 2.088 0.738 -1.658
O 0.423 -1.118 -0.637
H -2.458 -1.809 -0.394
C 1.848 -0.103 -2.309
C -2.775 -0.770 -0.301
H -4.345 -1.180 -1.747

=====

3.
8
Properties=species:S:1:pos:R:3 method="wB97M-V/def2-TZVPD" homo_ev=-15.0996 gap_ev=9.0 de_lowest_kj_mol=129.3 e_lumo_ha=-0.2239 charge=+1 multiplicity=1
N 0.170 0.512 1.304
H -0.106 -1.309 0.838
N 1.787 2.263 0.186
C 1.270 1.396 -0.621
H 1.389 1.053 -1.598
C -0.619 -0.332 0.769
I -2.442 0.155 0.073
C 0.959 1.297 0.735

=====

4.
98
Properties=species:S:1:pos:R:3 method="wB97M-V/def2-TZVPD" homo_ev=-10.7904 gap_ev=6.4 de_lowest_kj_mol=104.1 e_lumo_ha=-0.1601 charge=+1 multiplicity=1
N 0.668 0.265 -0.572
H 5.230 -2.553 1.367
C -4.502 2.162 1.379
H 1.437 6.119 1.747
H 2.988 -3.119 0.093
C 0.832 4.095 2.093
C 0.012 3.040 1.699
C -0.838 3.227 0.616
H -1.412 1.034 -2.582
C -5.440 3.056 1.885
C 0.605 -5.400 1.108
C -0.896 4.446 -0.038
C 1.458 -5.624 -2.484
C -0.499 -2.162 4.944
H 1.256 5.112 -3.415
C 0.000 1.782 2.530
H -1.471 2.419 0.279
C 4.070 -0.854 2.198
N 0.610 -3.201 0.187
C 2.442 0.488 -2.138
H 0.334 -5.174 3.712
N 0.703 0.611 1.972
H -1.013 1.486 2.780
H -7.372 3.439 -0.864
C 3.772 -0.015 -4.080
H 0.477 2.018 3.483
C -5.640 2.188 -0.742
C 0.836 -5.943 -0.117
H 1.775 0.764 -4.165
C 2.590 0.448 -3.526
S -2.425 -2.962 -0.461
C 4.816 -0.412 -3.256
H -0.791 -1.688 5.872
H 2.160 -2.724 -4.054
H 0.876 -7.017 -0.246
H -5.362 3.391 2.912
C -0.632 4.132 -3.705
C -4.605 1.721 0.062
C -0.845 1.944 -2.725
C 0.797 5.309 1.424
O -2.133 -4.242 -1.023
C 0.131 -4.113 3.717
C -0.078 5.490 0.364
C -6.467 3.518 1.080
H 5.496 -0.652 -1.234
H -1.055 4.944 -4.280
C -1.384 2.992 -3.457
C 4.680 -0.351 -1.877
H -2.387 2.906 -3.856
H -1.580 4.574 -0.866
C 1.814 -4.783 -3.497
H -3.597 1.470 3.236
C 1.931 0.532 2.381
H 2.325 1.282 3.061
H -0.284 -4.109 5.815
N 2.160 -1.408 1.073
C 2.744 -0.513 1.950
H -2.572 2.505 2.213
W 0.048 -1.094 0.573
H -2.833 1.174 -1.097
C -3.323 1.719 2.212
H -5.728 1.833 -1.761
H 2.237 3.237 -2.149
Te -2.723 -0.134 1.272
C 1.216 3.177 -2.507
C 0.213 -3.364 2.544
C 1.001 -3.715 -1.032
H 1.489 3.975 2.947
H 1.479 -6.698 -2.615
H 2.114 -5.175 -4.459
C 0.456 2.037 -2.245
H 1.476 -1.800 -1.921
H 5.742 -0.762 -3.693
O -1.804 -2.746 0.892
C 1.130 0.902 -1.569
C -0.026 -1.974 2.576
H -4.062 -0.097 -1.000
H 4.750 -0.327 2.848
C 1.825 -3.393 -3.271
H 0.462 -6.036 1.965
C 0.496 -4.001 1.249
O -3.777 -2.482 -0.517
C -0.220 -3.516 4.914
C 4.312 -1.997 1.444
C 3.494 0.092 -1.314
C -0.402 -1.403 3.784
H -0.604 -0.342 3.859
C -6.565 3.086 -0.237
C 3.130 -2.303 0.778
H 3.387 0.141 -0.237
H -0.124 6.444 -0.145
C 1.426 -2.867 -2.074
H 3.882 -0.059 -5.156
C 1.079 -5.107 -1.225
C -3.598 0.732 -0.467
C 0.667 4.226 -3.222
S -1.276 -1.480 -1.395
H -7.196 4.209 1.480

=====

5.
123
Properties=species:S:1:pos:R:3 method="wB97M-V/def2-TZVPD" homo_ev="-12.0594 / -12.0532" gap_ev="5.9 / 4.7" e_lumo_ha="-0.2248 / -0.2709" charge=+2 multiplicity=2
H -1.556 5.695 0.949
H 1.881 2.879 3.744
N 1.574 -5.961 -2.862
H 0.847 6.366 -3.809
C 1.428 -6.259 -1.543
H 2.616 -2.289 -2.274
H -2.826 -3.869 -3.544
H -2.030 -3.218 1.097
C 3.382 0.426 0.451
H -0.184 -1.759 -2.521
P 2.300 -0.627 -0.638
H 0.892 -5.415 -3.357
H -0.749 -1.027 -4.028
H -6.232 -1.143 -1.588
H -2.081 -5.674 1.469
H 2.373 -2.051 4.989
C -3.495 5.344 0.115
C -1.327 -3.871 0.593
N -0.197 3.564 -0.257
H 4.513 -0.722 -2.785
C -2.378 0.828 -2.124
H -5.281 4.799 -0.931
C 1.839 4.463 -3.851
H 2.202 -6.536 -3.402
H -0.666 -2.775 -3.889
C 1.071 -1.882 3.310
H -1.782 0.646 -3.024
H 3.563 -1.276 1.823
H 0.810 -1.366 5.415
C -1.369 -5.242 0.779
P -2.472 -0.838 -1.284
H 4.879 1.945 0.488
H -1.376 -1.562 5.084
C -1.654 -0.580 4.706
C -0.470 -6.036 0.088
H 0.399 1.259 3.605
P -0.038 -0.732 2.360
C 4.156 -0.435 1.459
O 2.081 -7.088 -0.956
C 0.583 4.088 0.853
H -2.302 -1.369 2.812
C 3.283 -1.971 -1.463
H 1.063 -3.554 -1.601
H 5.066 -0.834 1.010
H -4.340 2.751 -1.890
C -4.258 -1.011 -0.781
C 1.677 5.826 2.101
H 2.652 1.035 0.991
H -2.276 0.882 1.615
N -1.759 1.864 -1.364
H -3.871 -3.356 -2.230
C 0.379 -4.052 -0.926
N 0.559 1.844 1.603
C 3.484 -3.153 -0.497
H 2.906 0.851 -2.453
H -1.796 1.641 3.139
H 1.390 0.012 -2.803
H 0.178 -3.670 2.461
C 0.778 0.887 2.644
C 0.427 3.893 -1.549
H -2.651 -0.351 5.085
C 1.588 -1.372 4.654
C -1.695 -0.533 3.179
H 1.848 0.674 2.773
C 4.614 -1.540 -2.072
C 1.979 4.912 3.099
C -3.723 3.372 -1.254
C -2.395 3.019 -0.990
H 3.752 2.151 -0.839
H 3.627 -4.083 -1.050
C -1.606 3.922 -0.255
H 1.978 6.860 2.195
H -0.968 0.163 5.113
H 1.144 -3.957 3.903
H 2.606 2.477 -3.732
C 0.982 5.407 0.977
H -0.433 -7.110 0.223
C -2.313 0.786 2.702
C -2.844 -3.332 -2.595
H 2.632 -3.284 0.174
C 0.254 5.113 -2.176
C -0.903 -1.861 -3.343
Pd -0.144 -0.996 -0.071
C -5.258 -0.775 -1.911
C 0.439 -3.269 3.437
H -4.283 0.936 0.208
H 5.020 0.911 -0.926
H -3.001 -1.427 -3.551
N -0.451 -3.278 -0.224
H -3.926 6.231 0.558
Ge -0.161 1.408 -0.205
H 2.519 5.234 3.979
C -4.563 -0.101 0.411
C 0.402 -5.432 -0.810
H -4.037 -0.438 1.303
H -5.632 -0.119 0.626
C 0.970 5.407 -3.326
H -4.343 -2.050 -0.448
H 5.035 -2.392 -2.607
H -5.370 0.287 -2.130
H 0.765 6.123 0.199
C 1.242 2.900 -2.112
C -4.256 4.530 -0.712
C -2.157 5.041 0.334
C -2.349 -1.900 -2.813
H -5.004 -1.297 -2.832
N 1.223 1.668 -1.495
H 1.924 -1.971 2.627
H 4.372 -3.003 0.116
H 5.327 -1.255 -1.300
C 1.952 0.545 -2.023
C 1.613 3.584 2.968
H -2.220 -3.876 -1.888
H 4.456 0.167 2.317
H -3.356 0.840 3.014
H -0.462 -3.247 4.051
H 2.408 4.692 -4.742
H -0.448 5.835 -1.779
C 4.307 1.406 -0.270
C 0.916 3.147 1.834
H 2.024 -0.377 4.596
H -3.391 1.083 -2.437
C 1.962 3.213 -3.269

=====

6.
9
Properties=species:S:1:pos:R:3 method="wB97M-V/def2-TZVPD" homo_ev="-7.4562 / -10.7680" gap_ev="7.4 / 7.3" de_lowest_kj_mol=230.0 e_lumo_ha="-0.0038 / -0.1276" multiplicity=3
O 0.413 1.022 0.389
H 1.614 0.140 1.754
P -0.616 0.875 -0.821
O -0.830 2.155 -1.401
C 0.887 -0.165 1.071
C -1.679 -1.834 -1.640
H 1.366 -0.840 0.378
H 0.066 -0.726 1.550
C -1.222 -0.626 -1.280

=====

7.
19
Properties=species:S:1:pos:R:3 method="wB97M-V/def2-TZVPD" homo_ev="-7.0858 / -9.6188" gap_ev="7.7 / 8.0" de_lowest_kj_mol=136.3 e_lumo_ha="0.0227 / -0.0582" multiplicity=3
C 0.444 -2.068 0.241
C 2.613 1.027 -0.631
H 1.019 0.201 2.002
S 2.327 -0.609 -1.259
H 0.546 -2.873 -0.607
H -2.183 2.268 -0.271
H -3.196 1.049 -1.076
O -1.322 0.412 -0.563
C -0.449 -2.098 1.247
C 2.081 1.248 0.554
C 1.306 0.175 0.930
N -1.309 -2.035 2.017
H 2.238 2.143 1.124
H -2.720 1.228 0.694
C 1.333 -0.991 0.199
H 3.178 1.756 -1.198
C -2.495 1.249 -0.292
O -2.028 -1.402 -1.898
C -1.384 -0.679 -1.212

=====

8.
19
Properties=species:S:1:pos:R:3 method="wB97M-V/def2-TZVPD" homo_ev=-5.9106 gap_ev=4.8 de_lowest_kj_mol=125.9 e_lumo_ha=-0.0422 multiplicity=1
C 1.003 0.095 -0.714
C 2.353 -0.578 -0.662
C -0.122 -0.736 -0.112
H 0.180 1.943 -0.229
H 0.721 0.428 -1.712
H 2.838 -0.567 0.317
H 1.094 1.238 1.013
Br -5.133 1.931 0.599
H 0.280 -1.502 0.567
H -1.990 -0.918 1.907
H -0.464 -1.348 -0.960
N 1.049 1.461 0.018
H 1.816 2.072 -0.259
O -1.069 0.105 0.408
C -2.254 -0.561 0.910
H -3.061 0.159 0.871
H -2.483 -1.425 0.282
H 2.208 -1.644 -0.849
H 3.033 -0.153 -1.398